# 1
C15H23N3O3PbS as an isolated structure. Source: the Open Molecules 2025 dataset; level of theory: wB97M-V/def2-TZVPD.

The calculation puts the electronic energy at -42609.840 eV. The LUMO energy is -6.21 eV. The largest force on an atom is 0.53 eV/A.

ORCA input file:
```
! wB97M-V def2-TZVPD RIJCOSX def2/J DEFGRID3
* xyz 2 1
Pb -0.127 0.494 1.319
C -1.145 1.429 -1.866
O -0.157 0.632 -1.192
C 1.177 0.783 -1.696
C 1.831 2.032 -1.174
O 1.790 1.951 0.247
C 2.127 3.179 0.910
C 1.031 4.215 0.833
O -0.137 3.698 1.444
C -1.126 4.705 1.666
H -1.117 1.217 -2.934
H -0.984 2.495 -1.701
H -2.115 1.142 -1.464
H 1.179 0.787 -2.787
H 1.718 -0.096 -1.343
H 1.295 2.923 -1.511
H 2.861 2.084 -1.536
H 3.044 3.594 0.487
H 2.307 2.913 1.951
H 0.811 4.495 -0.205
H 1.374 5.112 1.357
H -0.719 5.507 2.284
H -1.953 4.235 2.191
H -1.478 5.126 0.721
C -4.173 -2.326 -0.948
N -2.774 -2.731 -0.832
C -2.165 -3.718 -1.583
C -0.892 -3.807 -1.172
N -0.715 -2.857 -0.160
C -1.895 -2.205 0.035
S -2.328 -0.951 1.117
C 0.478 -2.840 0.621
C 1.077 -4.056 0.918
C 2.299 -4.063 1.567
C 2.892 -2.854 1.901
C 2.207 -1.695 1.613
N 1.014 -1.675 0.994
H -4.597 -2.791 -1.832
H -4.240 -1.244 -1.036
H -4.731 -2.639 -0.068
H -2.688 -4.266 -2.348
H -0.082 -4.412 -1.537
H 0.582 -4.981 0.660
H 2.774 -5.003 1.816
H 3.855 -2.810 2.389
H 2.618 -0.726 1.881
*
```

Formally, the Mulliken partial charges of the atoms, in units of the elementary charge, are as follows: 1.03, -0.74, 0.07, -0.92, -0.32, -0.15, -0.74, -0.57, -0.16, -0.86, 0.32, 0.27, 0.22, 0.47, 0.21, 0.37, 0.35, 0.37, 0.33, 0.34, 0.54, 0.33, 0.26, 0.34, -0.81, 0.08, -0.51, -0.53, 0.48, 0.14, -0.35, 0.38, -0.79, -0.56, -0.87, -0.04, 0.03, 0.32, 0.32, 0.36, 0.48, 0.58, 0.61, 0.46, 0.44, 0.44

***

# 2
C15H23N5O4 as an isolated structure in a non-equilibrium geometry. Source: the Open Molecules 2025 dataset; level of theory: wB97M-V/def2-TZVPD.

The relative energy (zero: lowest compared OMol25 entry of this formula, charge and spin) is 1088.6 kJ/mol. The calculation puts the electronic energy at -31559.376 eV. The LUMO energy is 0.13 eV. The largest force on an atom is 7.49 eV/A.

ORCA input file:
```
! wB97M-V def2-TZVPD RIJCOSX def2/J DEFGRID3
* xyz 0 1
C 0.050 -1.252 1.999
C 0.214 -0.738 0.534
C -1.327 -0.819 2.437
C -1.835 -1.482 3.714
C -1.153 -1.072 5.059
C -0.670 1.222 4.805
C -0.239 -0.722 -1.810
C -1.730 -0.842 -2.414
C 1.135 -0.890 -2.654
C 1.266 0.332 -3.577
C 1.034 0.171 -5.041
C 1.438 1.714 -3.250
C 1.090 1.116 -5.960
C 1.669 2.699 -4.312
C 1.594 2.344 -5.610
H 2.068 -2.462 2.527
H 1.899 -0.302 2.906
H -0.051 -2.365 1.825
H -1.270 0.147 2.587
H -1.915 -1.105 1.498
H -1.474 -2.580 3.523
H -3.035 -1.695 3.775
H -1.301 -1.836 5.725
H -0.148 -1.317 4.998
H -2.390 0.669 5.594
H -0.802 3.160 4.206
H 1.157 1.572 4.160
H 1.100 -0.251 4.708
H -1.288 -2.109 -0.411
H -0.251 0.330 -1.663
H 0.833 -1.804 -3.299
H 2.148 -1.174 -2.018
H 0.870 -1.007 -5.300
H 1.678 1.917 -2.263
H 0.927 0.693 -6.967
H 1.818 3.756 -4.043
H 1.241 3.204 -7.464
H -1.519 0.382 -3.813
N 1.373 -1.314 2.802
N -1.367 0.331 5.485
N -1.355 2.361 4.621
N 0.572 0.699 4.299
N -0.296 -1.606 -0.642
O 1.016 0.246 0.484
O -2.653 -1.320 -1.617
O 2.062 3.333 -6.567
O -2.179 -0.330 -3.576
*
```

Formally, the Mulliken partial charges of the atoms, in units of the elementary charge, are as follows: 0.08, -0.05, -0.75, -0.59, -0.90, 0.27, -0.08, 0.65, -0.32, -0.13, -0.37, -0.19, -0.62, -0.64, 0.79, 0.31, 0.34, 0.34, 0.71, 0.30, 0.30, 0.25, 0.50, 0.24, 0.36, 0.19, 0.21, 0.31, 0.48, 0.20, 0.29, 0.22, 0.07, 0.58, 0.32, 0.36, 0.38, 0.36, -0.63, -0.20, -0.77, -0.51, -0.33, -0.66, -0.63, -0.59, -0.48

***

# 3
C15H23N5OTcTe as an isolated structure in a non-equilibrium geometry. Source: the Open Molecules 2025 dataset; level of theory: wB97M-V/def2-TZVPD.

The relative energy (zero: lowest compared OMol25 entry of this formula, charge and spin) is 0.0 kJ/mol. The calculation puts the electronic energy at -34876.342 eV. The LUMO energy (alpha / beta) is -14.18 / -14.86 eV. The largest force on an atom is 1.37 eV/A.

ORCA input file:
```
! wB97M-V def2-TZVPD RIJCOSX def2/J DEFGRID3
* xyz 4 4
Tc 0.379 0.082 0.349
N 0.508 -0.430 -1.756
C -0.756 -1.105 -2.213
C -1.917 -0.348 -1.616
N -1.706 -0.298 -0.121
H 0.677 0.389 -2.344
H 1.307 -1.045 -1.929
H -0.735 -2.139 -1.864
H -0.808 -1.127 -3.302
H -2.870 -0.822 -1.850
H -1.951 0.678 -1.985
H -1.940 -1.226 0.248
H -2.414 0.312 0.293
C 0.898 -1.835 4.015
Te 0.694 0.165 3.226
C -0.888 0.296 4.693
C -0.516 -0.677 5.766
C -1.025 -0.559 7.048
C -0.689 -1.520 7.985
C 0.204 -2.603 7.642
C 0.725 -2.718 6.360
C 0.380 -1.771 5.419
H 1.943 -2.141 3.973
H 0.309 -2.531 3.414
H -1.850 0.040 4.242
H -0.946 1.320 5.062
H -1.685 0.256 7.313
H -1.092 -1.468 8.990
H 0.475 -3.324 8.404
H 1.397 -3.531 6.116
C 4.930 1.644 0.376
N 3.592 2.247 0.145
C 3.478 3.577 -0.205
C 2.283 4.156 -0.435
C 1.099 3.370 -0.317
N 1.242 2.058 0.022
C 2.473 1.544 0.255
O 2.421 0.289 0.567
N -0.094 3.881 -0.528
H 5.392 2.119 1.239
H 5.544 1.806 -0.507
H 4.816 0.580 0.553
H 4.410 4.123 -0.285
H 2.224 5.201 -0.708
H -0.199 4.854 -0.789
H -0.941 3.345 -0.422
*
```

Formally, the Mulliken partial charges of the atoms, in units of the elementary charge, are as follows: 0.76, -0.53, -0.60, -0.40, -0.55, 0.30, 0.33, 0.32, 0.41, 0.42, 0.31, 0.36, 0.30, -1.03, 0.42, -1.06, 0.77, -0.81, -0.44, -0.42, -0.82, 0.88, 0.61, 0.48, 0.46, 0.59, 0.51, 0.47, 0.46, 0.51, -0.95, 0.04, -0.30, -0.85, 0.81, 0.08, 0.70, -0.69, -0.33, 0.38, 0.39, 0.33, 0.53, 0.43, 0.26, 0.15

***

# 4
One molecule with the formula C15H23NO2. Source: the Open Molecules 2025 dataset; level of theory: wB97M-V/def2-TZVPD.

The structure (SMILES) is CCOc1ccccc1OCCNC1CCCC1. The relative energy (zero: lowest compared OMol25 entry of this formula, charge and spin) is 185.5 kJ/mol. The calculation puts the electronic energy at -21512.585 eV. The LUMO energy is 0.88 eV. The largest force on an atom is 0.73 eV/A.

ORCA input file:
```
! wB97M-V def2-TZVPD RIJCOSX def2/J DEFGRID3
* xyz 0 1
C -3.619 -2.732 0.809
C -3.256 -1.285 1.108
O -2.446 -0.825 0.046
C -1.943 0.444 0.086
C -2.205 1.352 1.104
C -1.686 2.637 1.068
C -0.900 3.038 0.008
C -0.615 2.138 -1.004
C -1.108 0.840 -0.981
O -0.805 0.053 -2.061
C -0.314 -1.261 -1.848
C 1.087 -1.270 -1.229
N 1.031 -1.197 0.224
C 2.190 -0.644 0.904
C 3.481 -1.437 0.632
C 4.594 -0.395 0.689
C 3.961 0.817 0.010
C 2.536 0.834 0.565
H -2.718 -3.336 0.753
H -4.139 -2.793 -0.144
H -4.262 -3.121 1.593
H -2.708 -1.222 2.058
H -4.165 -0.672 1.181
H -2.833 1.066 1.933
H -1.912 3.320 1.873
H -0.501 4.039 -0.033
H -0.003 2.426 -1.845
H -0.996 -1.851 -1.232
H -0.274 -1.688 -2.853
H 1.572 -2.214 -1.504
H 1.663 -0.446 -1.676
H 0.218 -0.660 0.504
H 1.948 -0.714 1.971
H 3.618 -2.242 1.351
H 3.442 -1.874 -0.364
H 5.504 -0.729 0.192
H 4.833 -0.156 1.727
H 4.497 1.743 0.217
H 3.947 0.665 -1.070
H 1.821 1.257 -0.141
H 2.492 1.438 1.472
*
```

Formally, the Mulliken partial charges of the atoms, in units of the elementary charge, are as follows: -1.42, -0.30, -0.31, 0.33, -0.61, -0.73, -0.58, -0.43, 0.83, -0.55, -0.65, -0.38, -0.23, 0.01, -0.76, -0.68, -0.72, -0.22, 0.31, 0.31, 0.43, 0.41, 0.34, 0.39, 0.41, 0.39, 0.45, 0.14, 0.47, 0.47, 0.21, 0.15, 0.43, 0.32, 0.26, 0.40, 0.28, 0.40, 0.27, -0.20, 0.38

***

# 5
C15H24BHfNS4Se as an isolated structure in a non-equilibrium geometry. Source: the Open Molecules 2025 dataset; level of theory: wB97M-V/def2-TZVPD.

The relative energy (zero: lowest compared OMol25 entry of this formula, charge and spin) is 0.0 kJ/mol. The calculation puts the electronic energy at -128089.465 eV. The LUMO energy is -8.19 eV. The largest force on an atom is 3.58 eV/A.

ORCA input file:
```
! wB97M-V def2-TZVPD RIJCOSX def2/J DEFGRID3
* xyz 2 1
Hf 0.175 -0.159 0.321
C 2.517 -2.763 -0.072
C 2.226 -2.850 1.445
S 1.392 -1.412 2.199
C 2.641 -0.207 3.059
C 2.940 1.105 2.290
S 2.521 0.868 0.502
C 2.243 2.495 -0.272
C 1.792 2.214 -1.693
S 0.811 0.701 -2.062
C 2.236 -0.238 -2.723
C 1.921 -1.708 -2.700
S 1.070 -2.264 -1.099
H 2.767 -3.749 -0.425
H 3.335 -2.047 -0.241
H 3.186 -3.129 1.877
H 1.507 -3.657 1.646
H 3.495 -0.825 3.266
H 2.098 -0.037 4.011
H 3.964 1.295 2.474
H 2.362 1.954 2.734
H 3.240 2.955 -0.278
H 1.454 3.003 0.346
H 2.630 2.047 -2.377
H 1.131 3.016 -2.138
H 3.068 -0.088 -1.996
H 2.392 0.178 -3.755
H 2.825 -2.322 -2.744
H 1.143 -1.993 -3.392
Se -0.974 1.812 1.573
C -2.535 1.878 0.487
C -3.761 1.690 1.135
C -4.961 1.668 0.367
C -4.883 1.771 -1.044
C -3.644 1.907 -1.690
C -2.489 2.028 -0.896
H -3.833 1.564 2.237
H -5.943 1.686 0.889
H -5.737 1.779 -1.673
H -3.487 2.016 -2.801
H -1.550 2.308 -1.383
B -3.980 -2.729 0.872
C -2.709 -1.864 0.474
N -1.756 -1.153 0.369
H -3.649 -3.825 1.280
H -4.533 -2.141 1.687
H -4.657 -2.781 -0.084
*
```

Formally, the Mulliken partial charges of the atoms, in units of the elementary charge, are as follows: 1.15, -0.73, -0.66, -0.04, -0.75, -0.50, -0.12, -0.45, -0.82, -0.10, -0.43, -1.00, 0.10, 0.57, 0.38, 0.47, 0.42, 0.45, 0.40, 0.50, 0.36, 0.51, 0.29, 0.50, 0.49, 0.35, 0.48, 0.51, 0.48, -0.22, 0.12, -0.47, -0.61, -0.48, -0.81, 0.41, 0.36, 0.39, 0.47, 0.36, 0.42, 0.24, 0.30, -1.10, -0.08, -0.07, -0.07